1.
The following is a DFT calculation (wB97M-V/def2-TZVPD) of a structure of composition C18H28Cl2N2O5W in a non-equilibrium geometry.

The total energy is -2176.048686 hartree. The total charge is -2. For the gap between HOMO and LUMO (alpha / beta), the calculation gives 4.21 / 6.11 eV. As for the multiplicity: 3.

Element x y z (Å)
C -0.857 -0.235 -2.126
C -1.096 -1.523 -1.518
C 0.158 -2.097 -1.150
C -2.389 -2.235 -1.434
C 1.192 -1.243 -1.668
C 0.584 -0.074 -2.234
C 1.328 0.983 -2.963
C -1.895 0.638 -2.731
C 0.352 -3.372 -0.436
C 2.640 -1.526 -1.634
W -0.041 0.200 -0.018
Cl -2.581 -2.811 2.148
Cl -2.238 0.082 0.698
O 1.671 -0.257 0.683
H -3.230 -1.556 -1.641
H -2.543 -2.673 -0.430
H -2.407 -3.041 -2.183
H -0.431 -3.512 0.331
H 1.331 -3.380 0.073
H 0.326 -4.246 -1.117
H 2.919 -2.070 -0.720
H 3.221 -0.587 -1.673
H 2.945 -2.138 -2.499
H 2.299 1.168 -2.481
H 0.776 1.935 -2.978
H 1.503 0.648 -3.995
H -2.819 0.647 -2.135
H -2.127 0.267 -3.741
H -1.540 1.678 -2.803
H 1.457 -0.663 1.616
O 0.015 2.049 -0.639
H -0.072 2.791 0.022
C 2.768 2.029 4.017
C 2.207 0.942 4.912
C 0.672 0.710 4.679
C 0.108 -0.434 5.573
C 0.930 -1.701 5.604
C -0.101 1.980 4.986
O -0.061 2.521 6.082
N -0.864 2.493 3.969
C -0.687 2.242 2.605
O -1.110 3.034 1.766
N -0.058 1.058 2.283
C 0.465 0.281 3.226
O 0.866 -0.888 2.948
H 2.695 1.761 2.958
H 3.828 2.158 4.246
H 2.269 2.992 4.165
H 2.750 -0.001 4.716
H 2.327 1.187 5.984
H -0.002 -0.012 6.582
H -0.915 -0.618 5.205
H 1.927 -1.469 5.974
H 0.451 -2.425 6.271
H 0.995 -2.122 4.594
H -1.474 3.272 4.221



2.
The following is a DFT calculation (wB97M-V/def2-TZVPD) of a structure of composition C12H8ILaNOS in a non-equilibrium geometry.

The total energy is -1317.818501 hartree. The total charge is +3. For the gap between HOMO and LUMO, the calculation gives 5.45 eV. For the energy above the lowest of the compared OMol25 structures with the same formula, charge and spin, the calculation gives 1506.0 kJ/mol.

Element x y z (Å)
O -4.706 -0.029 -2.275
C -3.624 -0.238 -1.256
C -2.616 1.035 -1.014
C -1.372 0.881 0.044
C -1.046 -0.502 0.927
C -2.109 -1.761 0.635
C -3.374 -1.635 -0.435
I -4.635 -3.402 -0.706
N 0.113 -0.584 1.899
C 1.424 -0.109 1.260
C 2.717 -1.132 1.455
C 4.135 -0.643 0.725
C 4.234 0.806 -0.100
C 2.928 1.838 -0.268
C 1.531 1.338 0.427
S -0.121 2.296 0.338
H -4.244 0.584 -2.948
H -2.695 2.082 -1.581
H -1.906 -2.759 1.225
H -0.123 0.134 2.648
H 2.610 -2.134 2.063
H 5.082 -1.362 0.807
H 5.233 1.128 -0.622
H 2.994 2.849 -0.884
La -0.429 1.322 -2.363



3.
The following is a DFT calculation (wB97M-V/def2-TZVPD) of a structure of composition C29H38BeCl2N3O3S in a non-equilibrium geometry.

The total energy is -2851.137639 hartree. The total charge is -1. For the gap between HOMO and LUMO (alpha / beta), the calculation gives 5.53 / 3.48 eV. For the energy above the lowest of the compared OMol25 structures with the same formula, charge and spin, the calculation gives 18.7 kJ/mol.

Element x y z (Å)
O -0.341 -0.329 -2.232
C -1.066 0.734 -2.391
C -0.849 1.580 -3.529
C 0.454 1.769 -4.040
H 1.279 1.216 -3.587
C 0.651 2.653 -5.093
H 1.668 2.845 -5.439
C -0.443 3.282 -5.704
H -0.279 3.980 -6.526
C -1.744 3.019 -5.258
H -2.599 3.490 -5.745
C -1.955 2.154 -4.191
H -2.963 1.903 -3.847
H -2.050 0.709 -1.918
C -2.104 3.898 -1.498
C -1.409 2.762 -0.794
H -2.444 4.646 -0.762
H -2.995 3.531 -2.027
H -1.452 4.395 -2.224
C -1.993 1.981 0.143
C -3.442 1.993 0.497
H -1.382 1.245 0.658
H -3.991 2.799 -0.014
H -3.569 2.128 1.581
H -3.933 1.038 0.247
Be -0.312 -1.721 -2.722
Cl 0.325 2.804 -0.875
Cl -1.773 -2.375 -3.797
H 5.231 -1.248 -2.379
H 4.633 1.137 -1.582
C 4.152 -1.299 -2.576
C 3.571 0.870 -1.484
N 3.416 -0.587 -1.529
H 3.815 -2.338 -2.604
C 2.878 -1.277 -0.525
O 2.943 -2.477 -0.357
H 3.176 1.250 -0.533
H 2.057 -0.546 0.351
H 3.952 -0.804 -3.533
H 3.017 1.337 -2.310
H -1.174 -3.085 1.005
H 0.509 -5.087 1.103
C -0.742 -2.712 0.071
C -0.046 -5.128 0.156
N -0.008 -3.839 -0.525
H -0.074 -1.861 0.306
C 0.761 -3.698 -1.590
O 0.849 -2.603 -2.243
H 0.404 -5.878 -0.502
H 1.369 -4.563 -1.884
H -1.560 -2.379 -0.594
H -1.085 -5.396 0.372
N 1.171 -0.127 1.000
S 1.635 0.198 2.567
C 0.287 1.208 3.169
C 0.570 2.548 3.491
C -0.449 3.371 3.963
C -1.746 2.870 4.100
C -2.025 1.542 3.773
C -1.005 0.703 3.312
C 1.322 -1.381 3.352
C 0.783 -1.436 4.647
C 0.491 -2.674 5.221
C 0.778 -3.852 4.528
C 1.386 -3.794 3.270
C 1.679 -2.559 2.694
H 0.810 0.713 0.533
H 1.593 2.910 3.375
H -0.224 4.405 4.226
H -2.547 3.517 4.463
H -3.036 1.143 3.885
H -1.210 -0.341 3.077
H 0.574 -0.510 5.183
H 0.036 -2.709 6.212
H 0.540 -4.820 4.970
H 1.658 -4.708 2.739
H 2.177 -2.519 1.725



4.
The following is a DFT calculation (wB97M-V/def2-TZVPD) of the molecule C3H8N4 in a non-equilibrium geometry.

The total energy is -337.982009 hartree. The structure (SMILES) is [H]/N=C(\NN)[C@H]1CN1. For the gap between HOMO and LUMO, the calculation gives 10.09 eV. For the energy above the lowest of the compared OMol25 structures with the same formula, charge and spin, the calculation gives 451.0 kJ/mol.

Element x y z (Å)
H -0.023 -1.426 -2.472
N -0.150 -0.470 -2.026
C -0.027 -0.658 -0.788
N 0.161 -1.848 -0.043
N -0.401 -1.598 1.318
C 0.468 0.620 0.037
C 0.191 1.988 -0.491
N -0.490 1.234 0.745
H -0.574 -2.526 -0.482
H -1.009 -0.690 1.251
H 0.347 -1.663 2.047
H 1.377 0.227 0.505
H -0.489 2.390 -1.299
H 0.925 2.751 0.042
H -0.307 1.671 1.654